1.
# C4H6Cl2Si

C4H6Cl2Si in the gas phase (the ωB97M-V functional and the def2-TZVPD basis, the Open Molecules 2025 dataset).

Calculated values
**Spin multiplicity**: 1
**SMILES**: C#C[Si](Cl)(Cl)CC
**LUMO level**: 0.6243 eV
**E_HOMO**: -10.322 eV
**ΔE to the lowest compared entry with this formula, charge and spin**: 2.4800 eV
**Frontier orbital gap**: 10.9 eV

Element x y z (Å)
Cl 1.923 -1.630 1.398
Cl 2.811 0.224 -1.311
Si 1.390 -0.320 -0.030
C 0.373 2.625 0.558
C -1.410 -0.724 0.202
C -0.351 -0.989 -0.731
C 0.745 1.463 0.661
H -1.071 -1.180 1.194
H -0.695 -0.353 -1.570
H -0.248 -2.072 -1.033
H -2.378 -1.129 -0.097
H -1.442 0.415 0.367
H 0.352 3.669 0.392

Löwdin population analysis, charges in e, atoms 1 to 5:
1. Cl 0.36
2. Cl 0.38
3. Si -0.28
4. C 0.01
5. C -0.25

---

2.
# C4H11N3OS

C4H11N3OS in the gas phase (the ωB97M-V functional and the def2-TZVPD basis, the Open Molecules 2025 dataset).

Calculated values
**Spin multiplicity**: 1
**SMILES**: CN1CCC[S@@]1(=O)=NN
**LUMO level**: 0.6795 eV
**E_HOMO**: -7.905 eV
**ΔE to the lowest compared entry with this formula, charge and spin**: 3.7659 eV
**Frontier orbital gap**: 8.6 eV

Element x y z (Å)
S -0.250 -0.647 0.317
O -1.003 -1.713 -0.337
N -0.054 -2.789 1.944
N 0.693 -1.844 1.826
N -0.808 0.859 -0.312
C 1.392 -0.559 -0.634
C 1.332 0.672 -1.498
C -1.716 1.549 0.583
C 0.245 1.671 -1.004
H -1.157 2.001 1.443
H -2.264 0.723 1.105
H 1.210 -1.469 -1.225
H -2.393 2.311 0.073
H 1.226 0.442 -2.528
H -0.661 -2.911 2.738
H 2.134 -0.643 0.082
H -0.403 2.209 -1.845
H -0.487 -3.349 1.131
H 0.676 2.362 -0.327
H 2.287 1.125 -1.532

Löwdin population analysis, charges in e, atoms 1 to 5:
1. S 0.88
2. O -0.48
3. N -0.14
4. N -0.14
5. N -0.41

---

3.
# C6H9N

C6H9N in the gas phase (the ωB97M-V functional and the def2-TZVPD basis, the Open Molecules 2025 dataset).

Calculated values
**Spin multiplicity**: 1
**SMILES**: Cc1c[nH]c(C)c1
**LUMO level**: 1.0502 eV
**E_HOMO**: -7.799 eV
**ΔE to the lowest compared entry with this formula, charge and spin**: 0.1199 eV
**Frontier orbital gap**: 8.8 eV

Element x y z (Å)
N 0.628 1.257 -0.256
C -1.146 -0.070 -0.130
C -0.744 1.232 -0.276
C 2.577 -0.273 0.124
C -2.548 -0.540 0.120
C 0.042 -0.857 -0.045
C 1.124 -0.011 -0.101
H -1.323 2.140 -0.383
H 3.218 0.312 -0.544
H 2.856 -0.028 1.156
H 0.091 -1.936 0.048
H -2.769 -0.469 1.192
H 1.186 2.093 -0.298
H 2.803 -1.331 -0.034
H -3.301 0.065 -0.399
H -2.694 -1.586 -0.174

Löwdin population analysis, charges in e, atoms 1 to 5:
1. N 0.05
2. C -0.30
3. C -0.09
4. C -0.04
5. C -0.07

---

4.
# C6H12

2 unconnected molecules or ions with the total composition C6H12 (the ωB97M-V functional and the def2-TZVPD basis, the Open Molecules 2025 dataset).

Calculated values
**Spin multiplicity**: 1
**LUMO level (spin up / spin down)**: 0.2476 / 0.6021 eV
**E_HOMO (spin up / spin down)**: -7.225 / -7.398 eV
**ΔE to the lowest compared entry with this formula, charge and spin**: 6.4848 eV
**Frontier orbital gap (spin up / spin down)**: 7.5 / 8.0 eV

Element x y z (Å)
C 1.610 -0.876 -0.780
C -1.186 0.666 -0.194
C -0.343 0.404 -1.268
C 0.446 -0.271 1.690
C -0.184 1.706 -0.635
C -0.911 0.057 1.387
H 1.072 0.457 2.201
H -0.468 2.624 -1.151
H 2.053 -0.161 -1.472
H -2.265 0.743 -0.294
H 1.025 -0.418 0.170
H 2.425 -1.333 -0.200
H 0.659 1.823 0.067
H 1.102 -1.676 -1.320
H -0.432 0.012 -2.269
H 0.714 -1.310 1.860
H -1.311 0.896 1.960
H -1.589 -0.799 1.429

Löwdin population analysis, charges in e, atoms 1 to 5:
1. C -0.07
2. C -0.25
3. C -0.14
4. C -0.11
5. C -0.13

---

5.
# C8H8Si

2 unconnected molecules or ions with the total composition C8H8Si (the ωB97M-V functional and the def2-TZVPD basis, the Open Molecules 2025 dataset).

Calculated values
**Spin multiplicity**: 1
**LUMO level**: -0.9724 eV
**E_HOMO**: -8.568 eV
**ΔE to the lowest compared entry with this formula, charge and spin**: 2.5193 eV
**Frontier orbital gap**: 7.6 eV

Element x y z (Å)
Si 0.669 -0.805 3.838
C -0.340 -1.711 -1.191
C -0.157 0.490 -0.259
C -0.399 1.026 -1.511
C -0.816 -1.148 -2.417
C -0.146 -0.887 -0.089
C 0.108 1.377 0.850
C 0.445 2.067 1.772
C -0.640 0.197 -2.551
H 0.628 2.646 2.630
H -0.837 -1.749 -3.348
H -0.140 -2.725 -1.072
H -0.066 -1.346 0.863
H 1.579 -0.516 2.637
H -0.502 2.051 -1.656
H -0.594 0.673 -3.495
H 1.207 0.359 4.999

Löwdin population analysis, charges in e, atoms 1 to 5:
1. Si 0.51
2. C -0.05
3. C -0.24
4. C -0.05
5. C -0.06

---

6.
# C23H48N2O8PS

5 unconnected molecules or ions with the total composition C23H48N2O8PS (the ωB97M-V functional and the def2-TZVPD basis, the Open Molecules 2025 dataset).

Calculated values
**Spin multiplicity**: 1
**LUMO level**: -5.2170 eV
**E_HOMO**: -10.756 eV
**ΔE to the lowest compared entry with this formula, charge and spin**: 0.0000 eV
**Frontier orbital gap**: 5.5 eV
**Charge**: +1

Element x y z (Å)
S -0.094 0.561 -4.519
P -1.266 1.313 -3.153
O 5.110 -2.682 3.926
O -3.148 -5.131 -6.358
O -4.100 7.160 3.768
O 2.435 1.909 -1.389
O 7.009 -3.353 1.792
O 4.242 0.282 0.262
O -6.233 5.352 2.883
O -1.743 -4.127 -3.983
N -1.170 -1.647 0.545
N -1.298 -0.340 0.619
C 3.572 2.644 -1.829
C 4.165 1.293 1.256
C -3.590 1.671 2.363
C -1.053 -2.019 -0.712
C -0.596 -3.948 -4.807
C -1.046 -1.234 -1.888
C 4.124 -3.387 3.196
C -3.988 6.260 2.680
C -5.332 6.023 2.014
C 2.603 0.504 -1.517
C -4.133 6.505 5.027
C -1.235 0.150 -1.716
C -1.355 0.528 -0.359
C 7.379 -3.034 3.126
C -2.575 -6.405 -6.099
C 2.970 -0.138 -0.191
C -3.790 -4.573 -5.225
C 6.302 -3.439 4.113
C 6.518 -2.230 1.079
C -7.164 6.232 3.500
C -2.914 -3.539 -4.544
C -2.633 0.966 2.235
C -1.388 0.189 2.019
H 5.807 -1.649 1.671
H -3.539 5.314 3.002
H 7.613 -1.969 3.221
H 1.642 0.098 -1.852
H 3.024 -1.224 -0.333
H -7.622 5.705 4.336
H -0.944 -3.103 -0.851
H -4.807 5.645 5.022
H 6.094 -4.511 4.045
H 6.009 -2.592 0.186
H 3.482 3.662 -1.452
H -0.914 -1.712 -2.862
H -2.022 -6.421 -5.157
H 4.504 2.216 -1.456
H -5.186 5.374 1.143
H 2.201 0.065 0.566
H -6.684 7.136 3.878
H -1.885 -6.634 -6.910
H -3.313 6.721 1.951
H 8.289 -3.599 3.350
H 3.448 2.074 0.991
H -0.812 -4.153 -5.856
H -4.412 2.367 2.333
H -0.620 2.493 -2.687
H 5.151 1.746 1.352
H 3.888 0.851 2.219
H -3.126 6.180 5.307
H -1.226 -0.603 2.757
H 6.657 -3.231 5.127
H 3.638 -4.127 3.842
H -1.498 1.586 -0.120
H -0.218 -2.923 -4.707
H 3.594 2.674 -2.923
H 3.374 -2.668 2.860
H 0.173 -4.640 -4.468
H -7.946 6.505 2.785
H 7.350 -1.588 0.773
H -4.088 -5.356 -4.521
H 3.348 0.269 -2.283
H -4.699 -4.079 -5.582
H -2.649 -2.736 -5.239
H -3.357 -7.169 -6.078
H -2.569 1.578 -3.635
H -3.478 -3.093 -3.716
H -0.553 0.908 2.113
H -5.762 6.964 1.659
H 4.542 -3.887 2.319
H -4.488 7.220 5.768

Löwdin population analysis, charges in e, atoms 1 to 5:
1. S 0.18
2. P 0.42
3. O -0.19
4. O -0.18
5. O -0.19

---

7.
# C36H49N5P2ReSi

A molecular structure, C36H49N5P2ReSi (the ωB97M-V functional and the def2-TZVPD basis, the Open Molecules 2025 dataset).

Calculated values
**Spin multiplicity**: 4
**LUMO level (spin up / spin down)**: -6.2428 / -8.9632 eV
**E_HOMO (spin up / spin down)**: -12.133 / -12.133 eV
**ΔE to the lowest compared entry with this formula, charge and spin**: 7.0819 eV
**Frontier orbital gap (spin up / spin down)**: 5.9 / 3.2 eV
**Charge**: +2
**Expectation value of S²**: 3.7803

Element x y z (Å)
Re -0.759 -0.112 1.522
P -1.326 2.179 -1.306
P 2.357 1.770 -0.248
Si -0.186 -1.559 3.906
N 3.052 1.192 -1.766
N -1.919 1.576 -2.972
N 3.769 3.069 -0.220
N -2.002 3.858 -1.821
N -1.252 -1.891 2.416
C 0.553 0.092 3.521
C -1.286 -1.604 5.395
C -3.455 0.847 -4.474
C 3.567 4.245 0.501
C 4.761 4.916 0.639
C -2.377 1.422 -5.197
C 1.292 3.094 -0.971
C 0.570 -1.080 -1.163
C -1.667 -4.120 3.504
C -3.175 0.985 -3.116
C 1.627 -2.011 -0.422
C 1.085 -4.233 0.993
C -2.376 5.822 -2.855
C 1.525 -2.960 0.800
C -0.112 -4.839 0.327
C -3.143 5.796 -1.667
C -1.997 -3.150 2.511
C 1.175 -2.821 4.408
C 3.655 -0.015 -2.152
C -0.948 -3.743 -0.514
C -3.129 -3.482 1.691
C 5.083 3.102 -0.673
C 3.274 2.103 -2.817
C -1.716 4.617 -2.951
C -2.458 0.608 2.265
C -2.929 4.559 -1.058
C -1.425 1.829 -4.257
C -2.316 -5.362 3.561
C 0.292 2.614 -2.044
C -1.428 -2.380 -0.262
C -3.488 -4.829 1.519
C 4.178 0.120 -3.434
C 3.981 1.481 -3.843
C -3.121 -5.761 2.493
C -0.860 -1.066 -0.624
C 5.741 4.209 -0.114
H 0.921 -3.891 4.475
H 2.082 -2.714 3.800
H -4.088 -5.141 0.655
H -1.077 4.265 -3.748
H -3.351 0.109 1.866
H -2.261 1.533 -6.258
H 1.580 -4.800 1.807
H 1.698 -2.401 1.757
H -2.283 6.599 -3.585
H -1.597 -0.456 -1.275
H 0.996 -0.055 -1.305
H -0.446 -3.767 -1.492
H -2.181 -5.981 4.446
H -4.319 0.377 -4.919
H 2.566 4.565 0.772
H 3.709 -0.871 -1.497
H 1.429 -2.528 5.439
H 0.529 -1.436 -2.214
H -2.565 0.680 3.353
H -1.001 -3.886 4.326
H 1.909 3.890 -1.423
H 0.788 3.601 -0.128
H -0.449 2.230 -4.436
H 0.273 -5.590 -0.398
H -1.903 -4.269 -0.694
H 4.585 -0.662 -4.062
H 0.693 0.598 2.486
H 2.079 -2.577 -1.262
H -3.738 -2.681 1.245
H -0.602 -1.515 6.243
H -2.516 -2.229 -0.112
H 4.892 5.814 1.216
H 2.398 -1.294 -0.082
H 1.564 -0.223 3.848
H 4.219 1.984 -4.758
H 5.445 2.435 -1.432
H -0.779 -5.422 0.993
H -3.336 4.116 -0.169
H 0.175 0.828 4.253
H 0.236 3.442 -2.767
H -1.922 -0.719 5.383
H -3.484 -6.784 2.438
H 6.774 4.482 -0.233
H -1.892 -2.500 5.568
H -3.766 6.575 -1.303
H -3.751 0.687 -2.243
H 2.872 3.082 -2.803
H 0.663 1.784 -2.655
H -2.458 1.629 1.851

Löwdin population analysis, charges in e, atoms 1 to 5:
1. Re 1.10
2. P 1.17
3. P 1.15
4. Si 0.40
5. N -0.29

---

8.
# C41H69N9O23Si

9 unconnected molecules or ions with the total composition C41H69N9O23Si (the ωB97M-V functional and the def2-TZVPD basis, the Open Molecules 2025 dataset).

Calculated values
**Spin multiplicity**: 1
**SMILES**: COCCCCCCCCCCc1c2c(c(COO)c(CN)c1[Si](C)(C)C)C(=O)C(OC(=O)c1ccccc1)=CC2=O.C[N+](=O)[O-].C[N+](=O)[O-].C[N+](=O)[O-].C[N+](=O)[O-].C[N+](=O)[O-].C[N+](=O)[O-].C[N+](=O)[O-].C[N+](=O)[O-]
**LUMO level**: -1.9893 eV
**E_HOMO**: -8.911 eV
**Frontier orbital gap**: 6.9 eV

Element x y z (Å)
Si -4.429 2.638 -4.183
O -3.614 -3.042 -1.165
O -3.242 3.572 2.143
O -6.275 7.337 1.485
O 4.599 5.982 6.911
O -4.115 7.223 1.064
O 3.590 -1.204 1.878
O 4.310 -7.006 -4.299
O 0.690 3.528 3.648
O -2.315 -4.643 -4.285
O 5.592 -2.953 -1.356
O 3.263 -2.440 6.798
O 8.348 -8.448 -4.905
O 8.703 -7.244 -3.094
O -1.484 -1.438 1.960
O -4.180 -4.320 -5.413
O -3.306 -4.311 -1.050
O 0.099 3.597 5.769
O 6.276 -6.569 -5.193
O -4.289 0.087 6.055
O 5.190 5.913 4.789
O -3.867 -1.268 3.984
O 5.239 -1.472 6.914
O 4.187 -2.724 -3.037
N -0.073 3.276 4.587
N -5.102 7.103 1.799
N 9.010 -7.663 -4.217
N 4.907 -3.393 -2.287
N -2.973 -4.575 -5.330
N 4.427 5.661 5.729
N 4.161 -1.712 6.358
N -1.807 -0.930 -4.410
N 5.270 -7.269 -5.033
C -1.313 2.517 4.272
C -5.977 1.660 -4.897
C -1.695 -0.691 7.438
C 10.295 -7.174 -4.786
C -4.731 4.521 -4.104
C -0.828 -3.859 7.110
C 1.548 2.342 0.224
C -4.577 3.947 -0.790
C -0.104 -2.945 8.295
C 3.132 0.187 -0.275
C 3.024 1.645 0.496
C -2.894 -0.626 -1.198
C 0.548 4.594 -1.038
C -3.380 0.168 -2.591
C -2.933 0.056 0.291
C -3.505 1.627 0.338
C -3.986 1.208 3.055
C -3.501 -0.231 3.009
C -3.270 -0.755 -3.947
C -2.522 -0.641 1.715
C -3.482 5.142 -1.006
C 1.652 3.380 -1.039
C 3.927 -1.064 5.040
C 3.187 4.902 5.414
C -0.938 4.183 -0.480
C 4.138 -0.793 0.572
C -2.250 -4.821 -6.607
C -3.041 2.403 -5.556
C 4.951 -4.860 -2.531
C -3.601 -0.865 5.372
C -1.992 -3.203 6.107
C -3.997 2.421 -1.030
C -2.030 4.675 -1.598
C -3.931 1.749 -2.561
C -2.373 -2.214 -1.251
C -4.862 6.634 3.191
C 2.748 -2.428 1.695
C 5.203 -8.548 -5.791
C -0.553 -1.365 8.416
C -2.420 -1.630 6.276
C -3.557 2.305 1.867
H -5.221 7.412 3.867
H -2.341 -3.920 -7.217
H 2.944 -1.362 4.669
H -2.317 3.338 -5.392
H -3.000 -4.690 -1.931
H -2.722 -5.678 -7.093
H 2.337 5.526 5.698
H 3.166 4.688 4.343
H 4.319 -8.506 -6.431
H -1.343 -0.039 -4.073
H -1.878 -2.495 -2.283
H 3.831 2.369 0.040
H -3.944 5.902 -1.786
H 3.935 -5.244 -2.417
H 6.109 -8.650 -6.392
H -3.468 2.516 -6.640
H -2.482 -3.896 5.295
H 1.739 -2.221 2.260
H -2.379 1.456 -5.380
H 4.713 -1.402 4.362
H -6.334 0.805 -4.157
H 2.504 -2.646 0.570
H 0.768 1.504 -0.079
H 1.152 2.950 1.151
H -1.560 5.642 -2.118
H 5.162 -0.250 0.742
H -6.869 2.382 -5.148
H -2.064 3.856 -2.433
H 5.130 -9.359 -5.064
H 10.437 -7.621 -5.772
H -5.016 4.098 0.311
H -3.717 5.051 -3.785
H -3.791 6.468 3.328
H -1.100 3.010 -0.352
H 0.702 -3.377 9.048
H -0.494 -4.991 7.062
H -3.917 -0.404 -4.852
H -3.633 -1.868 -3.710
H -3.302 5.717 0.014
H -5.417 5.703 3.326
H 4.379 -1.750 -0.094
H 5.323 -5.014 -3.546
H -0.080 -0.685 9.252
H -1.202 -5.032 -6.385
H -2.034 0.431 7.540
H 3.970 0.016 5.191
H 10.230 -6.087 -4.862
H 2.081 -0.316 -0.421
H -5.540 4.032 -1.490
H 0.921 5.508 -0.377
H -1.334 2.303 3.201
H 2.721 3.911 -1.030
H 3.211 3.976 5.992
H -5.664 1.103 -5.903
H -4.921 4.891 -5.223
H 0.524 5.011 -2.157
H 3.111 1.504 1.659
H 11.094 -7.478 -4.107
H 3.269 -3.378 2.145
H -4.701 1.566 3.911
H -1.289 1.591 4.850
H 3.624 0.381 -1.323
H 5.621 -5.320 -1.801
H -5.663 4.877 -3.493
H 1.592 2.835 -2.091
H -1.583 -2.467 -0.426
H -1.182 4.643 0.589
H -1.853 -0.816 -5.465
H -2.163 3.141 4.556

Löwdin population analysis, charges in e, atoms 1 to 5:
1. Si 0.50
2. O -0.22
3. O -0.06
4. O 0.05
5. O 0.04

---

no.,largest force on an atom (eV/A)
1,4.66
2,3.97
3,0.23
4,1.19
5,3.46
6,2.65
7,6.65
8,9.03